DFT (ωB97M-V/def2-TZVPD) results for a molecular structure, C6H16AsN3S4V.

```
31
Properties=species:S:1:pos:R:3:forces:R:3
V 1.041 1.045 -1.339 0.07 0.07 -0.50
S 2.518 2.525 -2.419 -0.05 -0.05 0.17
As 2.668 2.669 -0.204 0.22 0.22 -0.12
S 2.908 0.533 0.311 0.04 -0.12 0.11
S 0.533 2.908 0.317 -0.12 0.04 0.11
S 4.011 4.011 0.602 -0.01 -0.01 0.03
N 0.462 0.457 2.270 0.14 0.14 0.00
C -0.206 -0.209 1.132 -0.17 -0.17 0.10
C -1.673 0.106 0.929 0.02 -0.01 -0.02
C -1.955 -0.113 -0.568 0.06 0.06 0.05
N -1.251 0.933 -1.352 0.02 -0.09 -0.04
C -1.512 -1.511 -1.007 -0.08 -0.08 -0.01
C -0.113 -1.953 -0.572 0.06 0.06 0.05
N 0.931 -1.248 -1.357 -0.09 0.02 -0.04
C 0.109 -1.675 0.925 -0.01 0.02 -0.02
H 0.359 1.491 2.082 -0.07 0.01 0.00
H 1.496 0.354 2.081 0.01 -0.07 0.00
H 0.184 0.178 3.206 0.00 0.00 0.01
H 0.309 0.308 0.339 -0.01 -0.01 0.21
H -1.892 1.142 1.198 0.02 0.01 -0.02
H -2.317 -0.545 1.528 -0.01 0.00 -0.03
H -3.033 -0.043 -0.734 -0.02 0.05 0.01
H -1.503 1.857 -1.004 0.02 0.02 0.01
H -1.553 0.893 -2.321 -0.06 -0.05 0.01
H -1.600 -1.596 -2.094 -0.02 -0.02 0.00
H -2.224 -2.224 -0.582 0.00 0.00 -0.04
H -0.044 -3.031 -0.741 0.05 -0.02 0.01
H 0.889 -1.547 -2.327 -0.05 -0.06 0.01
H 1.855 -1.500 -1.012 0.02 0.02 0.00
H 1.146 -1.894 1.191 0.01 0.02 -0.02
H -0.540 -2.321 1.523 0.00 -0.01 -0.02
```
Positions in Å, forces in eV/Å.

Properties
F_max: 0.51 eV Å⁻¹
orbital gap (alpha / beta): 6.42 / 5.93 eV
E: -5175.051652 Ha
multiplicity: 2